{
  "formula": "C33H41BN2O6",
  "method": "the ωB97M-V functional and the def2-TZVPD basis",
  "elements": ["C", "C", "C", "C", "C", "B", "O", "C", "C", "C", "C", "O", "C", "O", "O", "H", "H", "H", "H", "H", "H", "H", "H", "H", "H", "H", "H", "H", "H", "C", "O", "C", "C", "C", "C", "C", "C", "C", "N", "C", "C", "C", "C", "C", "C", "C", "C", "C", "O", "N", "C", "C", "C", "C", "C", "C", "H", "H", "H", "H", "H", "H", "H", "H", "H", "H", "H", "H", "H", "H", "H", "H", "H", "H", "H", "H", "H", "H", "H", "H", "H", "H", "H"],
  "coordinates": [[7.2694, -0.6726, 2.4676], [6.2057, 0.3086, 2.5837], [6.2253, 1.6856, 2.5558], [4.8740, 2.1017, 2.6788], [4.1011, 0.9532, 2.7961], [2.5051, 0.7223, 2.7298], [2.0025, -0.0560, 3.8609], [0.6212, -0.2256, 3.6237], [0.2228, 0.4887, 2.2770], [-1.2139, 0.3390, 1.9627], [1.0830, -0.1753, 1.1511], [2.4389, 0.0253, 1.4183], [0.6038, 1.9904, 2.4299], [1.9814, 2.1018, 2.6717], [4.9176, -0.1465, 2.7220], [8.2237, -0.1495, 2.4357], [7.2956, -1.3540, 3.3221], [7.1880, -1.2590, 1.5464], [7.1043, 2.3209, 2.4601], [4.4757, 3.1137, 2.6862], [0.3855, -1.3053, 3.5687], [0.0409, 0.1954, 4.4674], [-1.4986, 0.8417, 1.0347], [-1.3907, -0.7368, 1.8727], [-1.7702, 0.7963, 2.7896], [0.8453, -1.2564, 1.1226], [0.7904, 0.2578, 0.1780], [0.3202, 2.5284, 1.5096], [0.0295, 2.4145, 3.2769], [-4.5292, -3.2910, 8.8688], [-3.5196, -3.4507, 7.8411], [-3.4760, -2.5666, 6.8128], [-2.5819, -2.8720, 5.7487], [-2.5846, -2.1102, 4.6028], [-3.4205, -0.9575, 4.4883], [-3.4896, -0.1916, 3.2738], [-4.3864, 0.8662, 3.0260], [-4.5931, 1.4394, 1.7799], [-5.6396, 2.2432, 1.4820], [-5.7386, 2.9125, 0.1773], [-4.5545, 3.8267, -0.1348], [-4.6655, 4.5696, -1.4535], [-4.4901, 5.9572, -1.4922], [-4.6933, 6.6582, -2.6844], [-5.0192, 5.9643, -3.8569], [-5.1138, 4.5685, -3.8347], [-4.9263, 3.8702, -2.6366], [-7.0575, 3.6712, 0.2920], [-7.5753, 4.4139, -0.5386], [-7.5932, 3.3796, 1.5153], [-8.8440, 3.9451, 1.9550], [-6.7537, 2.5666, 2.3838], [-7.5479, 1.3428, 2.8610], [-6.2946, 3.4136, 3.5863], [-4.2164, -0.6013, 5.6028], [-4.2664, -1.3891, 6.7469], [-4.3480, -4.1159, 9.5550], [-4.4032, -2.3312, 9.3866], [-5.5422, -3.3696, 8.4535], [-1.9263, -3.7279, 5.8747], [-1.9573, -2.4064, 3.7582], [-3.1385, -0.7255, 2.3916], [-4.9762, 1.2564, 3.8481], [-3.9355, 1.2034, 0.9210], [-5.8556, 2.1627, -0.6302], [-4.4363, 4.5515, 0.6866], [-3.6475, 3.2040, -0.1438], [-4.2285, 6.4781, -0.5656], [-4.6039, 7.7457, -2.6903], [-5.1999, 6.5104, -4.7832], [-5.3453, 4.0127, -4.7440], [-5.0009, 2.7794, -2.6025], [-9.2549, 4.5458, 1.1412], [-9.5483, 3.1453, 2.2081], [-8.6887, 4.5772, 2.8379], [-8.0417, 0.8680, 2.0016], [-6.9106, 0.6056, 3.3574], [-8.3150, 1.6802, 3.5687], [-5.8359, 4.3502, 3.2296], [-7.1742, 3.6543, 4.1980], [-5.5737, 2.8825, 4.2149], [-4.8423, 0.2884, 5.5663], [-4.9100, -1.1005, 7.5785]],
  "lowdin_charge": [-0.05, -0.36, -0.05, -0.04, -0.08, -0.94, 0.06, -0.15, -0.43, -0.08, -0.16, 0.04, -0.16, 0.03, 0.07, 0.08, 0.08, 0.08, 0.10, 0.10, 0.12, 0.12, 0.10, 0.09, 0.08, 0.13, 0.13, 0.13, 0.13, -0.04, -0.06, -0.23, 0.03, 0.01, -0.20, 0.00, -0.07, 0.02, 0.04, -0.16, -0.08, -0.23, -0.04, -0.07, -0.08, -0.07, -0.04, -0.36, 0.10, -0.04, -0.01, -0.47, 0.01, 0.01, 0.00, 0.01, 0.10, 0.10, 0.10, 0.13, 0.12, 0.11, 0.06, 0.16, 0.17, 0.13, 0.12, 0.11, 0.11, 0.10, 0.11, 0.11, 0.10, 0.09, 0.10, 0.11, 0.08, 0.09, 0.11, 0.09, 0.07, 0.11, 0.11],
  "fmax_ev_per_a": 4.112,
  "spin_multiplicity": 1,
  "homo_energy_ev": -5.4089,
  "de_lowest_kj_mol": 613.9
}

{
  "formula": "C5H8O9V",
  "method": "the ωB97M-V functional and the def2-TZVPD basis",
  "elements": ["O", "V", "O", "C", "O", "O", "O", "C", "O", "O", "O", "C", "C", "C", "O", "H", "H", "H", "H", "H", "H", "H", "H"],
  "coordinates": [[0.0235, 0.3159, 1.5789], [1.0910, 1.5165, 1.6103], [0.3990, 2.6827, 2.4778], [3.7223, 1.2019, 2.4504], [2.8542, 0.2624, 2.5632], [3.2203, 2.3782, 2.2588], [4.9473, 0.9161, 2.2348], [1.6959, 1.5898, -1.1948], [1.0817, 2.4877, -0.4501], [2.1827, 1.9544, -2.3292], [2.1115, 0.5899, -0.5517], [-1.3492, -2.2564, -0.0683], [-2.3414, -1.3574, -0.7971], [-1.6508, -0.2195, -1.5457], [-3.1767, -2.0584, -1.7350], [-0.9010, -3.0239, -0.7064], [-1.8917, -2.7824, 0.7229], [-0.5078, -1.7059, 0.3561], [-2.9923, -0.9328, -0.0255], [-1.1646, 0.5042, -0.8957], [-2.3990, 0.3206, -2.1324], [-0.8749, -0.6186, -2.2008], [-4.0799, -1.7649, -1.6205]],
  "lowdin_charge": [-0.46, 0.97, -0.47, -0.98, -0.17, -0.18, -0.17, -0.96, -0.20, -0.19, -0.12, -0.06, -0.49, -0.05, -0.09, 0.07, 0.06, 0.07, 0.13, 0.07, 0.06, 0.09, 0.06],
  "fmax_ev_per_a": 4.042,
  "total_charge": -3,
  "spin_multiplicity": 1,
  "homo_energy_ev": 2.8149,
  "de_lowest_kj_mol": 0.0
}

{
  "formula": "C21H39ClO9S",
  "method": "the ωB97M-V functional and the def2-TZVPD basis",
  "elements": ["O", "S", "O", "Cl", "O", "C", "C", "C", "C", "C", "C", "C", "C", "C", "H", "H", "H", "H", "H", "H", "H", "H", "H", "H", "H", "C", "O", "C", "C", "O", "C", "C", "O", "C", "H", "H", "H", "H", "H", "H", "H", "H", "H", "H", "H", "H", "H", "H", "C", "O", "C", "C", "O", "C", "C", "O", "C", "H", "H", "H", "H", "H", "H", "H", "H", "H", "H", "H", "H", "H", "H"],
  "coordinates": [[2.4447, -1.1763, -0.3961], [3.6906, -1.6117, -0.9596], [4.8343, -0.4144, -0.5558], [4.2906, 0.9841, -1.3253], [4.2500, -2.8829, -0.0817], [3.1318, -3.8456, -0.0084], [3.6715, -5.2508, 0.2453], [2.6126, -6.3654, -0.0901], [1.2052, -5.8010, 0.1294], [0.4452, -5.4989, -0.9961], [-0.8190, -4.9510, -0.9181], [-1.3284, -4.6867, 0.3742], [-0.5758, -5.0041, 1.4744], [0.6953, -5.5578, 1.3871], [2.5048, -3.5074, 0.8191], [2.5947, -3.7697, -0.9661], [4.6243, -5.4376, -0.2658], [3.9067, -5.3098, 1.3201], [2.7348, -7.2402, 0.5549], [2.7669, -6.5930, -1.1513], [0.8703, -5.6906, -1.9820], [-1.3479, -4.7182, -1.8395], [-2.3110, -4.2269, 0.4685], [-0.9588, -4.8215, 2.4797], [1.2823, -5.7849, 2.2756], [-9.7769, -1.1479, -0.7132], [-8.3737, -1.0130, -0.6916], [-7.8297, -1.3045, 0.5856], [-6.3426, -1.5711, 0.4812], [-6.0338, -2.8916, 0.0509], [-6.2385, -3.1670, -1.3299], [-5.1888, -2.5457, -2.2280], [-5.5004, -1.1878, -2.4872], [-4.3935, -0.4814, -3.0023], [-10.2458, -0.4736, 0.0125], [-10.1250, -0.8854, -1.7107], [-10.0683, -2.1832, -0.5023], [-8.3286, -2.1792, 1.0198], [-7.9979, -0.4326, 1.2326], [-5.9185, -1.4920, 1.4847], [-5.8440, -0.8263, -0.1418], [-7.2476, -2.8940, -1.6427], [-6.1525, -4.2526, -1.4179], [-5.1736, -3.0749, -3.1913], [-4.2041, -2.6438, -1.7545], [-3.5769, -0.4575, -2.2718], [-4.7102, 0.5413, -3.1995], [-4.0424, -0.9315, -3.9379], [5.5822, 3.3320, 1.2858], [5.0519, 4.5652, 0.8489], [3.6372, 4.5996, 0.9476], [3.1358, 6.0276, 0.8917], [3.2372, 6.7116, 2.1348], [4.5425, 7.1245, 2.5206], [5.0534, 8.3159, 1.7371], [5.5857, 7.8990, 0.4896], [5.7341, 8.9764, -0.4071], [5.1824, 2.5047, 0.6904], [6.6632, 3.3654, 1.1598], [5.3584, 3.1715, 2.3468], [3.3109, 4.1336, 1.8849], [3.2240, 4.0359, 0.0997], [2.0666, 5.9971, 0.6698], [3.6178, 6.5913, 0.0907], [5.2463, 6.2911, 2.4889], [4.4455, 7.4297, 3.5651], [5.8589, 8.8051, 2.3020], [4.2352, 9.0287, 1.5791], [4.7597, 9.4209, -0.6411], [6.1670, 8.5895, -1.3281], [6.4019, 9.7411, 0.0059]],
  "lowdin_charge": [-0.41, 0.86, -0.81, 0.66, -0.34, -0.24, -0.15, -0.12, -0.27, -0.07, -0.06, -0.08, -0.09, -0.05, 0.12, 0.10, 0.12, 0.12, 0.11, 0.11, 0.11, 0.10, 0.10, 0.11, 0.12, -0.11, -0.20, -0.21, -0.18, -0.13, -0.18, -0.21, -0.20, -0.11, 0.09, 0.09, 0.09, 0.13, 0.13, 0.13, 0.12, 0.12, 0.13, 0.13, 0.12, 0.09, 0.09, 0.09, -0.11, -0.20, -0.20, -0.18, -0.13, -0.18, -0.21, -0.20, -0.11, 0.03, 0.09, 0.09, 0.13, 0.12, 0.13, 0.12, 0.12, 0.13, 0.13, 0.13, 0.09, 0.09, 0.09],
  "fmax_ev_per_a": 1.622,
  "spin_multiplicity": 1,
  "homo_energy_ev": -9.1552
}

{
  "formula": "C2H3FN2O6",
  "method": "the ωB97M-V functional and the def2-TZVPD basis",
  "elements": ["O", "N", "O", "C", "C", "O", "O", "N", "O", "O", "H", "H", "F", "H"],
  "coordinates": [[-1.3199, -2.2103, 0.3529], [-1.6138, -1.0033, 0.3559], [-2.7106, -0.6118, 0.7147], [-0.6601, -0.0908, -0.2013], [0.5482, -0.5701, -0.6379], [1.3715, 0.2817, -1.0680], [0.9526, -1.7913, -0.5962], [-0.8734, 1.2839, -0.1882], [-0.1399, 2.0674, 0.4712], [-1.9089, 1.6441, -0.6005], [2.2905, 0.0171, -1.5080], [0.3317, -2.3215, 0.0097], [2.3155, 1.5385, 1.4203], [1.4166, 1.7665, 1.4754]],
  "nbo_charge": [-0.45, 0.53, -0.33, -0.13, 0.75, -0.62, -0.63, 0.51, -0.44, -0.27, 0.55, 0.53, -0.59, 0.57],
  "fmax_ev_per_a": 5.259,
  "spin_multiplicity": 1,
  "smiles": "O=[N+]([O-])C(=C(O)O)[N+](=O)[O-].F",
  "homo_energy_ev": -10.6404,
  "de_lowest_kj_mol": 0.0
}

| no. | energy (eV) |
| --- | --- |
| 1 | -50825.9618 |
| 2 | -49427.4399 |
| 3 | -64188.2109 |
| 4 | -20098.3875 |